(1)
80
Properties=species:S:1:pos:R:3 method="wB97M-V/def2-TZVPD" homo_lumo_gap_ev="4.41 / 5.50" e_homo_ev="-2.2 / -3.3" e_lumo_ev="2.181 / 2.178" s_squared=8.763 max_force_ha_per_bohr=0.0465 multiplicity=6 total_charge=-1
Mn -0.331 -1.762 0.656
Se -0.195 -2.312 3.000
Se -1.035 -4.430 3.493
Se -2.992 -4.008 2.429
Se -2.118 -3.452 0.361
C -5.328 2.667 -0.302
O -4.549 3.852 -0.087
C -3.526 4.072 -0.976
C -3.541 5.234 -1.727
C -2.524 5.498 -2.634
C -1.490 4.587 -2.782
C -1.449 3.436 -2.008
C -2.459 3.168 -1.086
N -2.449 2.078 -0.218
C -1.748 0.881 -0.357
N -1.680 0.456 -1.640
C -0.983 -0.634 -2.234
C -0.326 -1.620 -1.512
C 0.337 -2.589 -2.284
C 0.337 -2.589 -3.673
C -0.360 -1.601 -4.362
C -1.014 -0.626 -3.636
O -1.763 0.376 -4.258
C -1.032 1.190 -5.155
N -1.271 0.256 0.668
C -1.439 0.816 1.956
C -0.369 1.385 2.628
C -0.494 1.797 3.948
C -1.698 1.621 4.607
C -2.788 1.065 3.947
C -2.668 0.684 2.617
O -3.689 0.180 1.870
C -4.740 -0.473 2.567
H -6.351 2.917 -0.024
H -4.977 1.835 0.309
H -5.300 2.376 -1.354
H -4.374 5.913 -1.595
H -2.543 6.408 -3.219
H -0.695 4.774 -3.492
H -0.617 2.750 -2.094
H -2.874 2.224 0.683
H -2.200 1.003 -2.307
H 0.857 -3.397 -1.772
H 0.859 -3.364 -4.225
H -0.400 -1.592 -5.444
H -0.616 0.609 -5.981
H -0.214 1.702 -4.636
H -1.727 1.929 -5.552
H 0.582 1.446 2.112
H 0.358 2.219 4.466
H -1.796 1.899 5.649
H -3.718 0.911 4.474
H -5.315 -1.004 1.812
H -5.381 0.248 3.083
H -4.331 -1.202 3.269
N 1.789 -1.322 0.424
S 2.858 -1.707 1.527
C 3.659 -3.225 1.039
C 4.396 -3.353 -0.132
C 4.844 -4.606 -0.509
C 4.543 -5.717 0.276
C 3.797 -5.580 1.434
C 3.342 -4.324 1.824
C 4.232 -0.565 1.346
C 5.485 -0.874 1.865
C 6.503 0.063 1.798
C 6.270 1.308 1.225
C 5.016 1.613 0.721
C 3.988 0.679 0.784
H 2.180 -1.139 -0.498
H 4.619 -2.483 -0.737
H 5.421 -4.723 -1.417
H 4.881 -6.698 -0.033
H 3.553 -6.445 2.036
H 2.724 -4.201 2.706
H 5.665 -1.845 2.309
H 7.482 -0.182 2.188
H 7.066 2.040 1.179
H 4.831 2.579 0.270
H 3.002 0.901 0.398

(2)
10
Properties=species:S:1:pos:R:3 method="wB97M-V/def2-TZVPD" homo_lumo_gap_ev=9.40 e_homo_ev=-8.8 e_lumo_ev=0.592 max_force_ha_per_bohr=0.0373 smiles="C=C=O.N=C=P"
C -1.641 0.493 3.340
C -0.576 0.431 2.581
O 0.354 0.395 1.904
H -2.145 1.439 3.652
H -2.262 -0.366 3.555
N -0.488 -2.302 -1.952
C 0.625 -2.484 -1.471
P 1.950 -2.368 -0.477
H -0.566 -2.534 -2.906
H 1.860 -3.715 -0.072

(3)
114
Properties=species:S:1:pos:R:3 method="wB97M-V/def2-TZVPD" homo_lumo_gap_ev=7.57 e_homo_ev=-11.6 e_lumo_ev=-4.066 max_force_ha_per_bohr=0.1892 total_charge=+1
C 0.358 4.428 -2.680
C 0.363 3.915 -1.348
C 0.081 2.961 -0.031
C -1.300 2.081 -0.111
C -1.677 1.510 -1.601
N -0.892 0.229 -1.841
C 0.505 0.128 -1.856
C 0.909 -1.477 -2.098
C -0.410 -2.069 -1.256
C -0.626 -3.691 -1.181
C -0.508 -4.346 0.316
C 0.478 -3.550 1.355
C 0.836 -4.359 2.736
C 1.804 -3.412 3.707
C 3.306 -3.254 3.010
C 3.509 -1.844 2.193
C -1.525 -1.153 -2.104
C -1.751 -1.561 -3.710
S -1.227 -0.207 -4.900
O -2.031 -0.409 -6.244
O 0.287 -0.307 -5.303
H 0.157 4.949 -3.734
H 0.017 3.657 0.936
H 1.006 2.238 0.184
H -2.216 2.649 0.402
H -1.125 1.121 0.577
H -2.823 1.180 -1.549
H -1.611 2.293 -2.468
H 1.322 0.953 -1.706
H 1.884 -1.658 -1.440
H 0.988 -1.820 -3.239
H -0.329 -1.434 -0.270
H 0.055 -4.248 -1.981
H -1.744 -3.895 -1.545
H -1.570 -4.494 0.832
H -0.065 -5.441 0.178
H -0.115 -2.569 1.688
H 1.409 -3.168 0.756
H 1.448 -5.326 2.490
H -0.162 -4.538 3.320
H 1.329 -2.362 3.941
H 1.898 -3.963 4.759
H 4.176 -3.370 3.818
H 3.387 -4.132 2.227
H 3.125 -1.865 1.080
H 4.688 -1.670 2.115
H 3.026 -0.906 2.701
H -2.638 -1.182 -1.723
H -1.052 -2.494 -3.922
H -2.855 -1.933 -3.924
H -1.515 1.093 -4.449
C -0.574 1.039 3.699
C 0.888 0.659 3.808
O 1.440 0.478 2.512
H -1.135 0.264 3.167
H -1.016 1.178 4.689
H -0.692 1.966 3.127
H 0.999 -0.279 4.361
H 1.458 1.435 4.327
H 1.344 1.318 2.033
C 1.361 -0.233 8.805
C 0.517 0.127 7.599
O -0.125 -1.034 7.093
H 2.114 -0.981 8.538
H 1.866 0.651 9.204
H 0.742 -0.672 9.594
H 1.143 0.545 6.805
H -0.247 0.865 7.861
H -0.685 -1.393 7.803
C 3.821 -4.948 -3.761
C 2.597 -4.741 -2.892
O 1.722 -3.805 -3.502
H 4.348 -4.001 -3.915
H 4.509 -5.664 -3.302
H 3.535 -5.318 -4.750
H 2.886 -4.350 -1.912
H 2.058 -5.682 -2.743
H 1.465 -4.165 -4.369
C 5.109 2.893 -0.266
C 4.784 1.476 -0.690
O 3.472 1.420 -1.231
H 4.390 3.245 0.481
H 6.116 2.952 0.157
H 5.044 3.577 -1.118
H 4.828 0.799 0.168
H 5.491 1.120 -1.447
H 3.445 2.018 -1.998
C -4.976 5.225 -0.242
C -4.958 4.076 0.745
O -3.883 4.238 1.658
H -4.031 5.273 -0.793
H -5.796 5.113 -0.956
H -5.090 6.181 0.279
H -4.822 3.125 0.223
H -5.894 4.029 1.309
H -4.018 5.082 2.123
C 3.818 1.820 -6.015
C 2.974 2.180 -7.220
O 2.332 1.019 -7.726
H 4.571 1.072 -6.282
H 4.324 2.704 -5.615
H 3.199 1.381 -5.226
H 3.600 2.598 -8.015
H 2.210 2.918 -6.959
H 1.773 0.660 -7.016
C -8.262 1.624 2.039
C -8.679 2.355 0.780
O -7.631 2.308 -0.178
H -7.358 2.073 2.463
H -9.057 1.655 2.789
H -8.024 0.578 1.820
H -8.894 3.404 0.999
H -9.575 1.903 0.343
H -7.454 1.371 -0.372

(4)
12
Properties=species:S:1:pos:R:3 method="wB97M-V/def2-TZVPD" homo_lumo_gap_ev=11.08 e_homo_ev=-10.1 e_lumo_ev=0.934 max_force_ha_per_bohr=0.0112 smiles="N=C=N.CC=O"
N -0.558 -0.125 -2.411
C 0.043 0.818 -1.903
N 0.786 1.704 -1.503
H -1.125 -0.698 -1.797
H 0.390 2.627 -1.373
C 0.268 -1.165 1.001
C -0.192 0.117 1.638
O -0.814 0.982 1.067
H 0.137 -1.128 -0.081
H -0.316 -1.999 1.411
H 1.319 -1.357 1.237
H 0.061 0.226 2.714

(5)
48
Properties=species:S:1:pos:R:3 method="wB97M-V/def2-TZVPD" homo_lumo_gap_ev=9.39 e_homo_ev=-8.9 e_lumo_ev=0.479 max_force_ha_per_bohr=0.0714 smiles="CN(C(=O)N(C)[C@H]1[C@@H]2C[C@H]3C[C@@H](C2)C[C@@H]1C3)c1ccc(F)c(F)c1F"
C -3.781 -1.411 0.535
N -2.907 -0.534 1.226
C -1.631 -1.099 1.428
O -1.422 -2.266 1.071
N -0.485 -0.410 1.962
C -0.765 0.313 3.143
C 0.466 0.268 1.041
C 0.867 -0.691 -0.152
C 1.676 0.123 -1.202
C 2.877 0.659 -0.431
C 3.729 -0.508 0.076
C 2.948 -1.306 1.050
C 1.697 -1.891 0.337
C 2.587 -0.400 2.273
C 1.737 0.802 1.751
C 2.611 1.568 0.761
C -2.988 0.829 0.954
C -3.458 1.659 2.026
C -3.699 3.022 1.784
C -3.347 3.651 0.531
F -3.527 4.993 0.304
C -2.829 2.865 -0.485
F -2.471 3.336 -1.732
C -2.746 1.471 -0.270
F -2.188 0.701 -1.209
H -3.300 -1.644 -0.477
H -3.930 -2.321 1.155
H -4.813 -1.076 0.434
H -1.668 0.029 3.645
H -0.798 1.418 3.129
H -0.037 0.173 3.906
H -0.110 1.188 0.612
H -0.010 -1.118 -0.700
H 2.081 -0.557 -1.899
H 1.134 0.948 -1.635
H 3.403 1.359 -1.201
H 4.549 -0.127 0.570
H 3.948 -1.011 -0.878
H 3.650 -1.977 1.523
H 1.955 -2.430 -0.560
H 1.018 -2.510 1.004
H 2.139 -1.104 3.036
H 3.475 -0.090 2.748
H 1.545 1.359 2.629
H 3.646 1.907 1.065
H 1.971 2.453 0.357
H -3.743 1.149 3.004
H -3.777 3.694 2.676

(6)
17
Properties=species:S:1:pos:R:3 method="wB97M-V/def2-TZVPD" homo_lumo_gap_ev=8.91 e_homo_ev=-8.5 e_lumo_ev=0.377 max_force_ha_per_bohr=0.0911 smiles="[H]/N=C(/C)C1C(=C)C1=C"
H 2.792 0.319 -1.052
N 2.564 0.008 -0.111
C 1.348 -0.163 0.142
C 0.896 -0.626 1.488
C 0.232 -0.321 -1.176
C -0.447 0.821 -0.550
C -0.571 2.049 -0.039
C -1.136 -0.434 -0.757
C -2.208 -1.183 -0.560
H 0.033 -1.286 1.429
H 1.705 -1.171 1.971
H 0.627 0.239 2.094
H 0.791 -0.429 -2.094
H 0.268 2.727 -0.003
H -1.544 2.429 0.232
H -3.095 -0.776 -0.098
H -2.254 -2.202 -0.915

(7)
13
Properties=species:S:1:pos:R:3 method="wB97M-V/def2-TZVPD" homo_lumo_gap_ev=11.47 e_homo_ev=-10.5 e_lumo_ev=0.930 max_force_ha_per_bohr=0.0129 smiles="C#C[C@@H](C)OC=O"
C -0.547 2.328 -0.188
C -0.379 1.155 0.024
C -0.143 -0.271 0.314
C -1.406 -1.097 0.168
O 0.851 -0.835 -0.552
C 2.089 -0.280 -0.407
O 2.989 -0.827 0.160
H -0.705 3.368 -0.374
H 0.224 -0.365 1.345
H -1.779 -1.027 -0.857
H -2.163 -0.706 0.852
H -1.205 -2.142 0.422
H 2.173 0.699 -0.906

(8)
50
Properties=species:S:1:pos:R:3 method="wB97M-V/def2-TZVPD" homo_lumo_gap_ev=8.75 e_homo_ev=-8.9 e_lumo_ev=-0.170 max_force_ha_per_bohr=0.0208 smiles="Cc1ccc(S(=O)(=O)N2CCOCC2)cc1NC(=O)COC(=O)c1cccnc1Cl"
C 0.578 -2.395 -2.005
C -0.335 -1.300 -1.568
C -1.456 -0.976 -2.328
C -2.296 0.066 -1.980
C -2.006 0.813 -0.855
S -3.080 2.163 -0.364
O -2.312 3.065 0.443
O -3.748 2.652 -1.533
N -4.255 1.531 0.623
C -5.307 0.739 0.032
C -5.022 -0.760 0.184
O -4.772 -1.092 1.533
C -3.661 -0.385 2.039
C -3.894 1.128 1.961
C -0.906 0.523 -0.078
C -0.080 -0.545 -0.415
N 1.036 -0.798 0.402
C 1.382 -2.003 0.913
O 0.741 -3.021 0.808
C 2.708 -1.975 1.688
O 3.484 -0.815 1.429
C 4.049 -0.737 0.219
O 3.988 -1.601 -0.615
C 4.792 0.539 0.033
C 6.009 0.509 -0.646
C 6.727 1.679 -0.823
C 6.196 2.853 -0.310
N 5.025 2.902 0.299
C 4.341 1.793 0.460
Cl 2.804 2.005 1.196
H 0.414 -3.283 -1.394
H 1.621 -2.106 -1.877
H 0.402 -2.647 -3.047
H -1.661 -1.549 -3.220
H -3.152 0.330 -2.581
H -6.245 0.982 0.546
H -5.384 1.030 -1.014
H -4.156 -1.045 -0.434
H -5.889 -1.350 -0.115
H -2.757 -0.661 1.474
H -3.549 -0.705 3.077
H -4.716 1.402 2.632
H -3.002 1.689 2.239
H -0.692 1.142 0.780
H 1.508 0.024 0.766
H 2.508 -1.974 2.761
H 3.264 -2.879 1.419
H 6.371 -0.438 -1.017
H 7.673 1.679 -1.341
H 6.712 3.800 -0.393

(9)
18
Properties=species:S:1:pos:R:3 method="wB97M-V/def2-TZVPD" homo_lumo_gap_ev=9.22 e_homo_ev=-9.6 e_lumo_ev=-0.405 max_force_ha_per_bohr=0.0670
C 2.132 1.490 -0.641
C 1.868 0.325 -1.575
C -0.883 -1.155 1.813
O -1.019 0.895 -0.916
O -2.793 -1.077 0.099
O -3.480 -0.950 2.461
O 1.013 -0.672 -1.012
P -0.528 -0.446 -0.645
S -2.516 -0.642 1.449
H 1.203 2.018 -0.446
H 2.551 1.135 0.296
H 2.835 2.174 -1.109
H 2.793 -0.208 -1.811
H 1.418 0.691 -2.505
H -0.751 -2.219 1.881
H -0.381 -0.558 2.556
H -1.048 -1.547 -1.287
H -2.415 0.746 1.395

(10)
9
Properties=species:S:1:pos:R:3 method="wB97M-V/def2-TZVPD" homo_lumo_gap_ev=11.04 e_homo_ev=-11.0 e_lumo_ev=0.034 max_force_ha_per_bohr=0.1003
C -0.562 -2.708 0.045
C 0.437 -0.253 -0.548
C -0.591 -0.813 0.384
N -0.612 -3.798 -0.311
Br 2.195 -0.287 0.141
Br -2.359 -0.284 0.090
H 0.429 -1.015 -1.459
H 0.041 0.818 -0.671
H -0.264 -0.617 1.336

(11)
22
Properties=species:S:1:pos:R:3 method="wB97M-V/def2-TZVPD" homo_lumo_gap_ev=9.31 e_homo_ev=-12.9 e_lumo_ev=-3.606 max_force_ha_per_bohr=0.0987 total_charge=+1 smiles=CC(C)[C@@H](N)C[NH3+]
C 1.953 0.631 -1.151
C 1.011 0.490 0.021
C 1.458 0.078 1.394
C -0.353 -0.477 -0.515
N -0.239 -1.908 -0.516
C -1.545 -0.188 0.471
N -2.497 0.860 -0.077
H 1.407 0.920 -2.090
H 2.281 -0.337 -1.317
H 2.849 1.157 -0.817
H 0.420 1.379 0.214
H 0.809 0.040 2.260
H 1.938 -0.999 1.309
H 2.227 0.695 1.628
H -0.729 -0.016 -1.375
H 0.569 -2.074 -1.142
H -0.129 -2.381 0.341
H -1.267 0.319 1.313
H -2.156 -1.158 0.565
H -3.109 0.280 -0.578
H -1.838 1.407 -0.590
H -3.061 1.281 0.652

(12)
30
Properties=species:S:1:pos:R:3 method="wB97M-V/def2-TZVPD" homo_lumo_gap_ev="6.86 / 6.85" e_homo_ev="-8.0 / -8.0" e_lumo_ev="-1.143 / -1.148" max_force_ha_per_bohr=0.0919 smiles="C=Cc1ccccc([Si](C)(C)C)c1=O"
C -1.816 1.371 2.005
C -2.761 0.802 1.218
C -2.649 0.989 -0.158
C -3.383 0.372 -1.185
C -3.393 -1.028 -1.089
C -2.466 -1.652 -0.283
C -1.198 -1.134 0.166
C -0.562 0.036 -0.099
Si 1.317 0.200 -0.290
C 1.879 1.827 0.582
C 2.041 0.135 -2.074
C 2.049 -1.289 0.676
C -1.232 1.208 -0.619
O -0.773 2.052 -1.367
H -0.926 1.917 1.717
H -1.871 1.155 3.126
H -3.594 0.153 1.733
H -3.628 0.973 -2.191
H -4.027 -1.723 -1.699
H -2.735 -2.634 -0.197
H -0.526 -1.952 0.610
H 1.560 1.827 1.562
H 2.909 1.955 0.596
H 1.625 2.733 0.124
H 2.105 -0.766 -2.564
H 1.407 0.852 -2.800
H 3.011 0.524 -2.034
H 3.013 -1.419 0.391
H 1.852 -1.258 1.713
H 1.530 -2.247 0.469